DFT (ωB97M-V with the def2-TZVPD basis set) results for a molecular structure, C9H33N16O11 at a distorted geometry.

Last column: natural (NBO) charge in e.
Geometry (Å):
O -1.6080 0.1102 0.2391  -0.6724
C -0.3329 0.3956 0.0296  0.9665
O 0.2922 0.8438 0.9143  -0.6326
O 0.1764 0.2653 -1.0632  -0.6999
H -1.8710 -0.1595 -0.6439  0.5163
C -1.9193 0.3881 3.0899  0.7286
O -2.3981 0.9615 3.9690  -0.7060
N -0.8273 -0.2173 3.2217  -0.8525
N -2.4366 0.1321 1.9664  -0.8718
H -0.2100 -0.2736 4.0191  0.3840
H -0.2615 -0.5516 2.4548  0.3829
H -1.8386 -0.2049 1.2254  0.3923
H -3.2054 0.7449 1.7355  0.3607
C -2.9008 -1.4917 -1.0059  0.7455
O -3.2910 -0.3946 -1.1496  -0.6549
N -3.4367 -2.2186 -0.0544  -0.8387
N -1.7712 -1.9987 -1.3640  -0.8636
H -4.1918 -1.6959 0.3660  0.4196
H -3.1086 -3.1484 0.1647  0.3883
H -1.6485 -2.9972 -1.4534  0.4203
H -1.1904 -1.3439 -1.8679  0.4102
C 0.7739 -2.5770 -2.8054  0.7657
O 0.2978 -3.4776 -3.4724  -0.7271
N 0.1616 -1.4871 -2.6139  -0.8653
N 1.8176 -2.7338 -1.9565  -0.8715
H -0.6752 -1.2434 -3.1243  0.4033
H 0.7598 -0.7353 -2.3023  0.4428
H 2.3308 -3.5966 -2.0680  0.3792
H 1.9929 -2.0830 -1.2043  0.4051
C -0.4643 3.8019 2.4100  0.7737
O 0.7626 3.8555 2.5464  -0.5749
N -1.0942 2.7213 1.9596  -0.7901
N -1.2273 4.7569 2.8055  -0.7801
H -0.5420 1.9157 1.7023  0.4106
H -2.0838 2.8058 1.7759  0.3859
H -2.2160 4.6847 2.6123  0.3768
H -0.9015 5.3454 3.5589  0.4122
C 2.9915 -0.8790 -0.7308  0.7614
O 3.5886 -0.1880 -1.5278  -0.6934
N 1.7183 -0.7179 -0.4629  -0.9270
N 3.3169 -2.0403 -0.3464  -0.8494
H 1.3359 -1.3004 0.2682  0.3540
H 1.1915 0.1018 -0.7287  0.4076
H 4.1657 -2.4783 -0.6746  0.3697
H 2.8417 -2.5188 0.4055  0.4148
C 1.8972 2.9518 0.2561  0.7701
O 2.7274 3.8494 0.2365  -0.7548
N 1.9017 1.8918 -0.5480  -0.8687
N 0.9359 2.7570 1.0290  -0.9291
H 2.5692 1.8005 -1.3005  0.3998
H 1.0820 1.3251 -0.3835  0.3535
H 0.5688 1.8428 1.2515  0.3436
H 0.7041 3.4548 1.7214  0.3647
C 0.3246 1.8619 -3.2581  0.7524
O 0.3098 2.5566 -4.2607  -0.7196
N 1.3512 1.6522 -2.4715  -0.8160
N -0.6850 1.1485 -2.8622  -0.8919
H 1.2176 1.0407 -1.6789  0.3979
H 2.1267 2.2854 -2.6054  0.4030
H -1.5757 1.1946 -3.3360  0.3822
H -0.6433 0.5676 -2.0371  0.3735
C 0.7455 -2.5240 1.3478  0.7839
O 1.9206 -2.3774 1.1736  -0.6476
N -0.1348 -1.5815 1.3019  -0.8401
N 0.3059 -3.7343 1.3189  -0.8268
H -1.0611 -1.9120 1.0720  0.4192
H 0.2524 -0.8182 0.7655  0.4279
H -0.5927 -3.9860 1.7052  0.3924
H 0.8887 -4.3251 0.7431  0.4236

## Properties
ΔE to the lowest compared entry with this formula, charge and spin = 41.552 eV
Lowest unoccupied orbital energy = 1.55 eV
HOMO level = -3.685 eV
Charge = -1
Gap between HOMO and LUMO = 5.2 eV
Spin multiplicity = 1
Total energy = -56204.2823 eV

***

DFT (ωB97M-V with the def2-TZVPD basis set) results for a molecular structure, C50H53BrN5O2PTeTi at a distorted geometry.

Last column: Mulliken spin population.
Geometry (Å):
Ti 0.3039 1.3039 0.2029  0.9722
C 0.1249 -1.4688 -6.2615  0.0003
C -0.1073 -1.0030 -4.8531  -0.0027
C -1.2838 -1.2417 -4.1772  -0.0020
C -1.4706 -0.8361 -2.8437  -0.0215
C -2.7161 -0.8534 -2.1445  0.0222
N -3.9029 -0.6762 -2.6316  0.0082
C -4.3728 -0.2962 -3.9862  0.0054
C -3.6220 0.8228 -4.7034  0.0129
C -3.6781 2.2122 -4.0702  -0.0154
N -3.1300 2.3139 -2.7344  0.1798
C -3.9274 2.6114 -1.6745  0.4932
C -3.5451 2.9063 -0.3654  -0.1236
C -4.5451 3.3125 0.5559  0.2429
C -4.2787 3.7939 1.8310  -0.0694
C -5.3928 4.2467 2.7344  -0.0009
C -2.9584 3.8894 2.2263  0.2877
C -1.9212 3.3899 1.3948  -0.0602
C -0.5678 3.7008 1.7280  0.0099
N 0.4717 3.1003 1.2471  0.0002
C 1.7664 3.7846 1.2247  0.0214
C 2.1991 4.0178 -0.2334  -0.0047
C 2.7295 2.8044 -1.0053  0.0353
N 1.7198 1.7474 -1.2575  -0.0335
C 1.7350 1.1151 -2.3728  0.0369
C 0.7261 0.1764 -2.8626  0.0292
C 0.8468 -0.2200 -4.1886  0.0089
C -0.3962 -0.2856 -2.1034  -0.0263
O -0.4441 -0.1991 -0.8120  -0.0050
C -2.1873 2.8485 0.1207  0.0432
O -1.2323 2.3417 -0.6375  -0.0145
H -0.6642 -2.1434 -6.5891  0.0000
H 1.0737 -1.9985 -6.3477  -0.0002
H 0.1564 -0.6267 -6.9548  -0.0002
H -2.0765 -1.7836 -4.6792  -0.0004
H -2.6790 -0.9341 -1.0620  -0.0054
H -4.6493 -0.7545 -1.9526  -0.0001
H -5.4054 0.0158 -3.8283  -0.0016
H -4.4083 -1.1996 -4.5965  0.0001
H -4.0921 0.8864 -5.6880  -0.0024
H -2.5834 0.5632 -4.8848  -0.0046
H -4.7104 2.5639 -4.0276  0.0067
H -3.1456 2.8960 -4.7361  0.0026
H -2.1334 2.3004 -2.5766  -0.0304
H -4.9797 2.6991 -1.9190  0.0259
H -5.5754 3.2870 0.2179  0.0017
H -6.3529 4.2277 2.2221  -0.0011
H -5.2212 5.2638 3.0872  -0.0035
H -5.4709 3.6056 3.6143  -0.0039
H -2.6954 4.3274 3.1820  0.0100
H -0.4040 4.5827 2.3522  -0.0059
H 2.5153 3.1903 1.7508  -0.0073
H 1.6786 4.7463 1.7353  0.0012
H 3.0111 4.7474 -0.2303  0.0001
H 1.3626 4.4619 -0.7789  -0.0010
H 3.5570 2.3627 -0.4483  -0.0084
H 3.1204 3.1333 -1.9702  -0.0002
H 2.5364 1.3303 -3.0837  -0.0029
H 1.7304 0.0904 -4.7378  -0.0004
Br 0.7162 1.1798 4.0483  0.0003
C 2.2414 0.7416 3.0324  0.0271
C 3.3889 0.4543 3.7636  -0.0008
C 4.5449 0.1397 3.0811  0.0009
C 4.5081 0.1112 1.6936  0.0003
C 3.3165 0.3887 1.0625  0.0079
N 2.1766 0.7188 1.7045  -0.0371
H 3.3574 0.4896 4.8421  0.0003
H 5.4551 -0.0840 3.6209  -0.0001
H 5.3818 -0.1266 1.1049  -0.0001
H 3.2522 0.3286 -0.0125  0.0009
C 0.9517 -3.3357 -1.3796  0.0005
P 2.1383 -2.1999 -0.5530  0.0109
C 3.5916 -2.2992 -1.6581  -0.0005
C 4.8845 -2.2106 -1.1404  0.0000
C 5.9869 -2.1482 -1.9801  0.0000
C 5.8184 -2.1715 -3.3570  -0.0001
C 4.5402 -2.2703 -3.8870  0.0000
C 3.4383 -2.3290 -3.0453  0.0009
C 2.6501 -3.2358 0.8609  -0.0030
C 2.2938 -2.8252 2.1413  0.0013
C 2.5897 -3.6058 3.2515  0.0003
C 3.2552 -4.8096 3.0854  0.0000
C 3.6219 -5.2303 1.8113  0.0000
C 3.3199 -4.4507 0.7077  0.0000
H 1.3774 -4.3283 -1.5297  0.0001
H 0.6301 -2.9403 -2.3445  -0.0005
H 0.0706 -3.4226 -0.7414  0.0000
H 5.0344 -2.2321 -0.0672  0.0000
H 6.9820 -2.0969 -1.5575  0.0000
H 6.6785 -2.1309 -4.0115  0.0000
H 4.4020 -2.3169 -4.9597  0.0000
H 2.4506 -2.4244 -3.4810  -0.0008
H 1.7764 -1.8809 2.2698  0.0078
H 2.3011 -3.2735 4.2410  0.0000
H 3.4905 -5.4236 3.9445  0.0000
H 4.1410 -6.1705 1.6811  0.0000
H 3.6148 -4.7865 -0.2799  0.0000
C -2.6730 0.7911 3.6812  0.0114
Te -1.9808 0.0740 1.8146  -0.0158
C -1.3608 -1.6730 2.8563  -0.0035
C -2.0319 -1.5864 4.2067  0.0013
C -2.0125 -2.6781 5.0714  -0.0008
C -2.5880 -2.5889 6.3258  0.0000
C -3.1910 -1.4035 6.7296  0.0001
C -3.2190 -0.3177 5.8735  -0.0021
C -2.6420 -0.4006 4.6082  -0.0022
H -3.6769 1.1863 3.5372  0.0012
H -2.0388 1.6088 4.0234  -0.0072
H -0.2763 -1.6706 2.9555  0.0016
H -1.6529 -2.5593 2.2965  0.0010
H -1.5464 -3.6039 4.7560  -0.0001
H -2.5732 -3.4427 6.9895  0.0000
H -3.6446 -1.3311 7.7086  0.0000
H -3.6988 0.6021 6.1854  0.0001

## Properties
ΔE to the lowest compared entry with this formula, charge and spin = 0.214 eV
Lowest unoccupied orbital energy (alpha / beta) = -5.86 / -5.86 eV
HOMO level (alpha / beta) = -10.049 / -12.436 eV
Charge = +2
Gap between HOMO and LUMO (alpha / beta) = 4.2 / 6.6 eV
Spin multiplicity = 3
Total energy = -173985.5994 eV

***

DFT (ωB97M-V with the def2-TZVPD basis set) results for a molecular structure, C38H35F3LiN4OS3Sb.

Last column: Löwdin charge in e.
Geometry (Å):
Li -0.2810 -0.6996 -0.2588  0.3958
C -3.0634 4.2114 -1.7403  -0.0820
C -2.5897 3.3519 -2.9024  -0.2722
N -3.0765 1.9825 -2.8046  -0.1442
C -4.3936 1.7413 -3.3995  -0.2220
C -4.3043 1.2423 -4.8331  -0.0800
C -2.3451 0.9771 -2.2707  -0.7245
S -0.8314 1.3660 -1.5411  0.5444
N -2.9578 -0.2189 -2.3857  0.0877
C -2.4548 -1.3701 -1.9261  -0.4549
O -1.3909 -1.5767 -1.3179  -0.1397
C -3.3252 -2.5757 -2.1998  -0.1317
C -2.9537 -3.8093 -1.6752  -0.0278
C -3.7292 -4.9360 -1.9095  -0.0853
C -4.8842 -4.8366 -2.6756  -0.0966
C -5.2608 -3.6071 -3.2000  -0.0841
C -4.4862 -2.4808 -2.9600  -0.0282
H -2.7334 5.2448 -1.8641  0.0731
H -2.6472 3.8262 -0.8077  0.0535
H -4.1524 4.2118 -1.6588  0.0687
H -1.5032 3.3322 -2.9321  0.0586
H -2.9424 3.7565 -3.8543  0.1151
H -4.9268 2.6930 -3.3629  0.1098
H -4.9366 1.0306 -2.7817  0.1056
H -3.7372 1.9376 -5.4558  0.0711
H -5.3011 1.1368 -5.2666  0.0727
H -3.8073 0.2732 -4.8573  0.0621
H -2.0489 -3.8653 -1.0834  0.1048
H -3.4338 -5.8923 -1.4965  0.0978
H -5.4906 -5.7144 -2.8609  0.0979
H -6.1605 -3.5259 -3.7972  0.0992
H -4.7662 -1.5152 -3.3597  0.0939
C 1.9261 -3.3055 -1.3921  -0.0577
C 1.3422 -3.3501 -0.0158  -0.6399
N 0.6967 -2.3633 0.5315  0.0315
C 0.1816 -2.7059 1.7692  -0.3328
C 0.4769 -3.9633 2.1744  -0.3344
S 1.4099 -4.7512 0.9764  1.0803
C -0.6784 -1.7148 2.4414  -0.3363
C -1.1940 -1.7746 3.6932  -0.3385
S -2.1886 -0.4146 3.9584  1.0845
C -1.8573 0.1600 2.3762  -0.6342
N -1.0551 -0.6099 1.7024  0.0249
C -2.4446 1.4337 1.8579  -0.0726
H 1.8114 -2.3021 -1.7979  0.0890
H 1.4010 -4.0038 -2.0447  0.0878
H 2.9842 -3.5650 -1.3896  0.0722
H 0.1812 -4.4628 3.0821  0.0807
H -1.0345 -2.5209 4.4540  0.0838
H -2.9989 1.9567 2.6351  0.0722
H -3.1120 1.2195 1.0213  0.0860
H -1.6550 2.0778 1.4686  0.0606
F 4.9337 6.2752 2.5157  0.0574
C 4.2706 5.1492 2.1828  -0.2841
C 4.8586 3.9288 2.4621  -0.0058
C 4.1736 2.7743 2.1175  -0.1085
C 2.9214 2.8407 1.5032  -0.4012
C 2.3657 4.0888 1.2389  -0.1243
C 3.0382 5.2598 1.5788  -0.0117
Sb 1.8683 1.0608 0.9693  1.5030
C 3.4801 0.2119 -0.1769  -0.3669
C 3.9660 1.0530 -1.1841  -0.1228
C 4.9978 0.6603 -2.0231  -0.0029
C 5.5475 -0.5924 -1.8434  -0.2829
F 6.5597 -0.9809 -2.6463  0.0578
C 5.0942 -1.4619 -0.8775  -0.0148
C 4.0500 -1.0535 -0.0533  -0.1296
C 2.0718 0.1311 2.9025  -0.3725
C 1.3282 0.7742 3.8986  -0.1450
C 1.2606 0.2806 5.1931  -0.0202
C 1.9485 -0.8785 5.4867  -0.2874
F 1.8820 -1.3755 6.7410  0.0550
C 2.6978 -1.5466 4.5448  -0.0053
C 2.7525 -1.0333 3.2523  -0.1052
H 5.8300 3.8978 2.9375  0.1195
H 4.6264 1.8127 2.3317  0.1046
H 1.3970 4.1648 0.7568  0.0958
H 2.6222 6.2380 1.3790  0.1187
H 3.5426 2.0427 -1.3214  0.1008
H 5.3780 1.3079 -2.8015  0.1214
H 5.5493 -2.4391 -0.7807  0.1209
H 3.6765 -1.7598 0.6702  0.0698
H 0.7826 1.6854 3.6698  0.1008
H 0.6852 0.7750 5.9645  0.1219
H 3.2259 -2.4500 4.8204  0.1208
H 3.3400 -1.5732 2.5283  0.0771

## Properties
ΔE to the lowest compared entry with this formula, charge and spin = 0.159 eV
Lowest unoccupied orbital energy = 0.15 eV
HOMO level = -7.550 eV
Gap between HOMO and LUMO = 7.7 eV
Spin multiplicity = 1
Total energy = -95385.9590 eV

***

Q: Look up the total energy of the second one.
A: -173985.5994 eV